{"formula": "C8H18NO2S", "method": "ωB97M-V/def2-TZVPD", "symbols": ["C", "C", "C", "C", "C", "C", "C", "C", "N", "O", "O", "S", "H", "H", "H", "H", "H", "H", "H", "H", "H", "H", "H", "H", "H", "H", "H", "H", "H", "H"], "positions_angstrom": [[-1.5280, -1.0808, -0.3074], [-0.6572, -0.4848, 0.4560], [-0.1776, 1.6775, -1.7633], [-1.4461, 1.6747, -2.5134], [-0.0648, 2.5254, -0.5164], [-0.3160, -1.8007, 2.3246], [1.3934, -0.1052, 1.7554], [1.1115, -2.2040, 0.5225], [0.4016, -1.1459, 1.2605], [0.9707, 1.8987, -2.6702], [1.8920, 0.0444, -1.1573], [0.9371, 0.3265, -2.2320], [-1.5147, -2.2145, -0.5737], [-2.2535, -0.4482, -0.7571], [-0.6434, 0.5174, 0.7550], [-1.2199, 1.2528, -3.5395], [-1.8444, 2.7494, -2.7755], [-2.4549, 1.3026, -2.0170], [0.4629, 2.1589, 0.3452], [-1.1002, 2.7220, -0.2205], [0.5557, 3.4370, -0.8277], [-0.4934, -2.7719, 1.9738], [0.2989, -1.8706, 3.2648], [-1.2692, -1.2549, 2.7033], [2.1076, 0.0823, 1.0432], [0.9177, 0.9275, 1.8652], [1.9955, -0.4744, 2.5928], [1.5492, -2.9849, 1.2240], [0.4930, -2.8199, -0.1977], [1.8967, -1.6364, -0.0175]], "forces_ev_per_angstrom": [[0.34, -2.59, -0.75], [0.74, -0.67, 0.41], [1.27, -0.16, -0.32], [-3.30, 1.73, -1.75], [0.42, 1.02, -0.91], [-1.33, 1.06, 4.45], [-1.22, 0.91, 1.31], [1.97, -1.56, -0.99], [0.05, 0.71, -0.45], [-0.45, -0.07, 0.06], [0.08, 0.10, -0.27], [-0.18, 0.70, 0.81], [-0.09, 2.32, 0.55], [-0.65, 0.08, -0.32], [-0.58, 1.27, -0.13], [-0.81, 0.02, 1.23], [1.27, -1.54, 0.55], [2.49, 0.03, -0.81], [0.37, -0.60, 0.04], [0.33, 0.59, 0.11], [-1.39, -0.91, 0.49], [-0.96, -1.28, -0.12], [-0.21, -0.06, -1.12], [1.60, -0.87, -1.17], [1.37, 0.12, -2.21], [0.30, -1.82, 0.68], [-0.90, 0.06, 0.28], [-0.39, 1.36, -0.59], [0.31, 1.21, 0.91], [-0.44, -1.14, 0.07]], "mulliken_charge": [-0.85, -0.66, 1.30, -1.29, -1.33, -0.88, -0.92, -0.88, 0.48, -0.42, -0.54, 0.45, 0.17, 0.28, 0.74, 0.35, 0.34, 0.23, 0.23, 0.37, 0.37, 0.46, 0.34, 0.31, 0.43, 0.44, 0.38, 0.39, 0.34, 0.34], "homo_ha": -0.47595, "total_charge": 1, "max_force_ev_per_a": 4.76, "de_lowest_ev": 2.294}